Entry 1:
14
Properties=species:S:1:pos:R:3 method="wB97M-V/def2-TZVPD" total_energy_ha=-378.801889 max_force_ev_per_a=2.8 e_homo_ev=-8.472 total_charge=0 lumo_ev=0.79 relative_energy_kcal_mol=43.3
C 0.88223 -0.03920 -1.14782
C 0.83735 -0.48164 0.39530
C -0.38181 -1.20849 -0.06192
C -0.67013 -0.14161 -1.16416
C -0.55780 1.45603 0.65994
H 1.57629 -0.90232 1.05496
H -0.26183 -2.22710 -0.44862
H -1.15877 -1.21550 0.72062
H -1.29447 -0.33090 -2.04229
H -0.99807 2.27674 1.24083
H 0.97963 1.05073 1.91332
N -1.12040 1.04019 -0.41211
N 0.37512 0.67605 1.23804
O 1.79265 0.04702 -1.94610



Entry 2:
14
Properties=species:S:1:pos:R:3 method="wB97M-V/def2-TZVPD" total_energy_ha=-378.667314 max_force_ev_per_a=6.6 e_homo_ev=-9.127 total_charge=0 lumo_ev=-0.79 relative_energy_kcal_mol=127.8 smiles="C#C/C(C=O)=N/NC"
C 0.47365 1.90435 2.81493
C 0.32380 1.27661 1.77008
C 0.46097 0.26236 0.62943
C 0.23046 -1.14244 1.04263
O -0.51742 -1.39361 2.06748
N 0.58816 0.88823 -0.53835
N 0.46130 0.26680 -1.71989
C -0.61943 -0.72141 -1.81898
H 0.05591 2.75384 3.51600
H 0.58026 -1.94525 0.39349
H 0.26295 0.97378 -2.37368
H -1.45087 -0.64606 -1.20115
H -0.59759 -0.69791 -3.03373
H -0.25215 -1.77930 -1.54825



Entry 3:
14
Properties=species:S:1:pos:R:3 method="wB97M-V/def2-TZVPD" total_energy_ha=-378.733384 max_force_ev_per_a=5.0 e_homo_ev=-9.413 total_charge=0 lumo_ev=0.90 relative_energy_kcal_mol=86.3 smiles="O=C1[C@H]2N[C@@H]1[C@H]1N[C@H]12"
O 1.34738 -1.43954 1.83089
C 0.73518 -0.80385 0.91990
C -0.45775 -1.04130 -0.10374
N -1.19536 -0.23965 0.91084
C 0.07965 0.60784 1.05647
C 0.10878 1.15321 -0.48752
N 1.08570 0.45528 -1.26354
C -0.25088 -0.03917 -1.27563
H -0.94678 -2.03137 -0.39619
H -1.17905 -0.76649 1.80050
H 0.39033 1.21570 1.95684
H -0.14592 2.24843 -0.61448
H 1.29767 0.76072 -2.17762
H -0.86895 -0.07982 -2.15673



Entry 4:
14
Properties=species:S:1:pos:R:3 method="wB97M-V/def2-TZVPD" total_energy_ha=-378.562108 max_force_ev_per_a=5.9 e_homo_ev=-8.115 total_charge=0 lumo_ev=-2.88 relative_energy_kcal_mol=193.8
C -0.74854 -0.94610 0.33312
C 0.53567 -1.61182 0.34596
C 0.99313 0.38459 -0.38198
C 1.07944 1.85695 -0.56037
C -0.44383 1.89190 -0.17996
H -1.80170 -1.97911 2.27231
H 0.78634 -2.63841 0.53404
H 1.76551 2.14584 0.16478
H 1.27236 2.34903 -1.57452
H -1.05114 2.59322 -0.82540
H -0.81789 2.15727 0.73514
N 1.57751 -0.59868 0.25029
N -0.49803 0.33935 -0.36688
O -2.02563 -1.53320 0.27114



Entry 5:
14
Properties=species:S:1:pos:R:3 method="wB97M-V/def2-TZVPD" total_energy_ha=-378.676321 max_force_ev_per_a=7.7 e_homo_ev=-10.360 total_charge=0 lumo_ev=-0.69 relative_energy_kcal_mol=122.1
C 1.34723 0.87638 -0.61912
C 0.22658 0.02514 -0.02910
C -0.27884 -1.45292 -0.57438
C -1.62827 -0.88179 -0.42366
C 0.44216 0.25443 1.58948
H 1.23839 0.99218 -1.77520
H 1.26254 1.97207 -0.02239
H 2.39181 0.80821 -0.28735
H 0.21485 -1.83308 -1.35108
H -0.05954 -1.90754 0.39388
H -1.71639 1.22849 0.93059
N -1.15201 0.42914 -0.25548
N 0.58524 0.72286 2.66315
O -2.87375 -1.23356 -0.23935



Entry 6:
14
Properties=species:S:1:pos:R:3 method="wB97M-V/def2-TZVPD" total_energy_ha=-378.800612 max_force_ev_per_a=3.5 e_homo_ev=-8.935 total_charge=0 lumo_ev=0.90 relative_energy_kcal_mol=44.1 smiles="[H]/N=C1/N[C@H]2C[C@@H]1C2=O"
H -2.24963 -1.65372 0.69550
N -2.13507 -1.03234 -0.11438
C -1.07871 -0.41328 -0.16952
N -0.73296 0.52368 -1.08710
C 0.62328 0.77248 -0.78946
C 0.61499 1.03839 0.77850
C 0.12634 -0.47991 0.78838
C 1.16359 -0.65040 -0.30102
O 1.97089 -1.53830 -0.53242
H -1.06790 0.26816 -2.00078
H 1.16432 1.33964 -1.50555
H 1.61344 1.09802 1.28578
H -0.20896 1.75635 1.23601
H 0.19638 -1.02878 1.71605



Entry 7:
15
Properties=species:S:1:pos:R:3 method="wB97M-V/def2-TZVPD" total_energy_ha=-453.912320 max_force_ev_per_a=4.9 e_homo_ev=-8.548 total_charge=0 lumo_ev=0.78 relative_energy_kcal_mol=139.2 smiles=C[C@H]1NOc2cnoc21
C 1.82457 1.09255 0.29195
C 0.99915 0.14254 -0.44192
N 1.05992 -1.21033 0.03512
O -0.23140 -1.84566 -0.11596
C -1.21010 -0.82265 0.07458
C -2.59840 -0.63182 0.34334
N -2.82846 0.65765 0.23101
O -1.63382 1.33371 0.00565
C -0.69612 0.41637 -0.01322
H 1.96003 1.99766 -0.17338
H 2.83271 0.76637 0.30728
H 1.48231 1.27256 1.26727
H 0.98660 0.14137 -1.54020
H 1.54200 -1.98799 -0.58539
H -3.48898 -1.32234 0.31386



Entry 8:
15
Properties=species:S:1:pos:R:3 method="wB97M-V/def2-TZVPD" total_energy_ha=-454.002450 max_force_ev_per_a=7.1 e_homo_ev=-9.219 total_charge=0 lumo_ev=-0.64 relative_energy_kcal_mol=82.7
C -2.33976 -0.51104 -0.11165
C -0.80134 -0.17887 -0.04430
C -0.56183 1.17842 0.07855
C 0.81052 1.52399 -0.03577
C 1.25833 -0.90600 -0.04156
H -2.26614 -1.55805 -0.78884
H -2.93521 0.30267 -0.72288
H -2.92769 -0.69913 1.08467
H -1.24830 1.99802 0.53566
H 2.77954 0.64905 -0.01522
H 2.99515 -1.69737 0.73502
N 1.75765 0.40923 0.17266
N 0.06661 -1.23503 -0.26799
O 1.28144 2.65884 -0.35738
O 2.13102 -1.93473 -0.22096



Entry 9:
16
Properties=species:S:1:pos:R:3 method="wB97M-V/def2-TZVPD" total_energy_ha=-529.200446 max_force_ev_per_a=4.4 e_homo_ev="-7.539 / -7.540" total_charge=0 lumo_ev="0.29 / 0.29" relative_energy_kcal_mol=106.9
C -0.62815 0.20443 0.75521
C 0.64153 -0.98876 -1.40502
C -0.74460 0.69228 -0.49289
C -0.97443 3.31986 0.66325
C 0.61119 -0.71033 0.91905
N 0.66832 -1.56749 -0.18746
N 0.13991 0.20737 -1.45591
O 0.01823 3.59333 0.14334
O -1.88029 3.07893 1.33650
O 0.39806 -2.98149 -0.01604
H -1.24623 0.45833 1.52415
H 0.94644 -1.43043 -2.28566
H 1.62139 -0.26271 1.07221
H 0.71060 -1.38792 1.73589
H 0.25513 0.67779 -2.35543
H -0.53712 -2.90317 0.04882



Entry 10:
15
Properties=species:S:1:pos:R:3 method="wB97M-V/def2-TZVPD" total_energy_ha=-776.901669 max_force_ev_per_a=6.4 spin_multiplicity=3 s_squared=2.014 e_homo_ev="-4.849 / -9.890" total_charge=0 lumo_ev="0.85 / -2.44" relative_energy_kcal_mol=0.0
C 2.33411 1.89063 2.02890
C 1.65839 1.73552 3.19565
C 0.67053 0.71053 1.23911
C 0.17077 -0.52565 -0.64501
C -1.90820 -1.32523 -1.86852
N 1.77490 1.30942 0.94457
N -0.19761 0.09176 0.41106
O -0.49315 -1.15251 -1.60408
S 0.21700 0.82600 2.94030
H 3.25789 2.42677 1.90797
H 1.90403 2.08327 4.17866
H 1.23759 -0.64243 -0.88910
H -2.42995 -0.36986 -1.81399
H -1.94447 -1.73431 -2.87284
H -2.34298 -2.02096 -1.15169